No. 1
Below is a molecular structure, C5H12CoFO2 in a non-equilibrium geometry, with properties calculated with ωB97M-V/def2-TZVPD.

Computed properties:
Charge = +1
Expectation value of S² = 3.76
E = -49806.612 eV
Spin multiplicity = 4

Last column: Mulliken charge in e.
Positions of all 21 atoms, in Å:
C (-1.02, -0.37, -0.60)  -0.334
H (-2.03, -0.31, -0.17)  0.369
C (-0.31, -1.66, -2.42)  -0.684
H (-0.28, -2.72, -2.70)  0.249
H (0.15, 1.32, 2.16)  0.424
H (1.03, 3.15, 0.93)  0.348
F (0.71, 2.40, -0.93)  -0.288
H (-1.21, -0.74, 2.30)  0.375
C (-0.28, -0.99, 1.77)  -0.804
C (-0.07, 1.34, 1.09)  -0.420
H (-0.37, -1.99, 1.34)  0.296
Co (3.23, -0.64, 0.29)  0.119
C (0.97, 2.18, 0.42)  -0.168
H (0.63, -0.92, 2.37)  0.362
H (-0.85, 0.47, -1.29)  0.413
H (0.70, -1.22, -2.46)  0.328
H (-1.08, 1.75, 0.95)  0.337
H (-0.97, -1.11, -3.10)  0.338
O (-0.82, -1.60, -1.09)  -0.285
O (-0.10, -0.05, 0.67)  -0.027
H (1.98, 1.74, 0.48)  0.053

=====

No. 2
Below is 2 unconnected molecules or ions with the total composition CH3BrO in a non-equilibrium geometry, with properties calculated with ωB97M-V/def2-TZVPD.

Computed properties:
Charge = 0
E = -73171.445 eV

Last column: Mulliken charge in e.
Positions of all 6 atoms, in Å:
Br (1.52, 2.12, -1.88)  0.053
H (-0.36, -0.89, -0.21)  0.236
H (1.06, 0.19, 0.22)  0.283
O (0.11, 1.11, -1.82)  -0.444
H (-0.89, 0.72, 0.07)  0.235
C (0.01, 0.11, -0.10)  -0.363

=====

No. 3
Below is a molecular structure, C30H29Br2N4OPRuS in a non-equilibrium geometry, with properties calculated with ωB97M-V/def2-TZVPD.

Computed properties:
Charge = +1
Expectation value of S² = 0.77
E = -202375.600 eV
Spin multiplicity = 2

Last column: Mulliken charge in e.
Positions of all 69 atoms, in Å:
H (-4.69, -2.43, -1.88)  0.095
C (-1.57, -2.14, -0.54)  0.106
H (3.09, -3.08, 0.65)  0.508
N (-2.47, -3.12, -0.54)  -0.081
H (2.78, -1.58, -6.62)  0.450
H (2.98, -3.38, -1.08)  0.323
H (-2.03, -4.04, -0.57)  0.310
H (-5.85, -2.62, -0.56)  0.403
C (3.54, 0.69, -4.23)  -0.735
H (-3.53, -4.21, -4.95)  0.436
C (-2.06, 4.01, -4.57)  -0.600
H (4.64, -0.14, -5.87)  0.412
H (-0.02, 0.53, 4.26)  0.435
H (2.21, 1.36, -2.69)  0.151
C (-1.34, 1.76, -5.10)  -0.182
C (1.82, -1.71, -0.40)  -0.083
C (-1.18, 2.59, -2.86)  -0.287
C (2.66, -0.94, -5.75)  -0.712
C (4.09, 1.83, 0.09)  -0.852
H (0.17, -2.80, -3.34)  0.543
Br (0.42, -1.44, 2.83)  -0.095
C (1.45, -0.93, -5.07)  -0.460
H (-2.48, 4.95, -4.89)  0.427
H (-3.06, -0.06, -4.04)  0.480
H (-1.19, 0.97, -5.83)  0.526
H (-1.83, 4.60, -2.50)  0.533
C (-3.84, -3.07, -0.01)  -0.687
N (-0.30, -2.54, -0.67)  -1.376
C (-1.62, -3.64, -4.15)  -0.944
H (-2.12, 3.15, -6.53)  0.449
S (-2.09, -0.49, -0.26)  -0.295
C (-4.85, -2.28, -0.82)  -0.793
C (-2.65, -1.06, -4.08)  -0.743
N (2.04, 0.70, -0.29)  0.468
C (4.76, 0.62, 0.08)  -0.652
C (-0.84, -2.60, -3.69)  -0.467
H (0.64, -1.55, -5.42)  0.433
C (-1.34, -1.30, -3.67)  0.449
C (-0.71, 2.27, -1.48)  0.782
C (-0.48, 0.17, 3.35)  -0.581
Ru (-0.03, 0.48, -0.83)  -0.511
C (-2.92, -3.39, -4.58)  -0.562
P (-0.30, 0.04, -3.07)  3.158
C (3.70, -0.13, -5.33)  -0.618
Br (-0.37, 1.58, 2.05)  0.001
C (2.72, 1.83, -0.11)  -0.481
H (-1.22, -4.65, -4.17)  0.476
H (-4.80, -1.21, -0.62)  0.311
N (0.58, -1.49, -0.60)  1.823
H (-4.15, -4.11, 0.02)  0.429
H (-4.44, -1.91, -4.89)  0.458
O (-0.55, 3.08, -0.60)  -0.633
C (-1.70, 3.81, -3.24)  -0.698
H (2.14, 2.74, -0.13)  0.470
C (1.28, -0.11, -3.96)  0.741
H (4.61, 2.77, 0.24)  0.480
C (2.34, 0.70, -3.54)  -0.684
H (-3.80, -2.72, 1.03)  0.309
H (-1.53, -0.06, 3.49)  0.361
C (4.04, -0.56, -0.10)  -0.762
H (4.35, 1.33, -3.90)  0.471
H (5.83, 0.58, 0.21)  0.464
H (4.54, -1.52, -0.10)  0.516
C (2.67, -0.49, -0.27)  0.997
H (1.62, -3.79, -0.03)  0.414
C (-3.43, -2.11, -4.55)  -0.885
C (-1.01, 1.57, -3.76)  -0.311
C (-1.87, 2.98, -5.50)  -0.755
C (2.41, -3.07, -0.20)  -2.067

=====

No. 4
Below is a gas-phase ion, C5H6N (charge +1) in a non-equilibrium geometry, with properties calculated with ωB97M-V/def2-TZVPD.

Computed properties:
Charge = +1
E = -6758.421 eV

Last column: Mulliken charge in e.
Positions of all 12 atoms, in Å:
H (3.50, -0.98, -0.11)  0.283
N (2.03, 0.20, 0.14)  -0.041
C (3.22, -0.01, -0.18)  -0.276
H (-3.46, -0.38, -0.49)  0.310
C (-0.36, 0.64, -0.22)  -0.103
C (0.90, 0.34, 0.61)  -0.140
H (3.79, 0.73, -0.46)  0.307
H (-0.03, 0.25, -1.13)  0.392
H (-0.37, 1.71, -0.32)  0.301
C (-2.87, -0.07, 0.23)  -0.768
C (-1.63, 0.29, 0.07)  0.443
H (-3.44, -0.11, 1.16)  0.291

=====

No. 5
Below is 3 unconnected molecules or ions with the total composition C15H36BN5O8PS in a non-equilibrium geometry, with properties calculated with ωB97M-V/def2-TZVPD.

Computed properties:
Charge = +1
E = -60764.025 eV

Last column: Mulliken charge in e.
Positions of all 67 atoms, in Å:
H (-5.08, 0.78, 5.53)  0.366
H (1.84, -0.02, 4.45)  0.257
B (2.11, -1.69, -1.26)  0.903
H (1.95, 1.87, -9.28)  0.357
C (-1.43, -1.35, 1.71)  -1.719
H (1.27, 1.03, -7.88)  0.280
O (2.11, 1.84, 2.37)  -0.537
P (3.10, -1.07, 1.59)  0.582
C (0.73, 0.36, -2.66)  0.447
H (-6.40, -0.28, 5.02)  0.378
H (3.06, 1.73, 2.32)  0.507
H (2.28, -3.57, -1.27)  0.307
H (4.15, -1.51, 0.74)  0.200
H (0.62, -0.98, 4.80)  0.267
H (1.09, 1.90, 0.63)  0.492
H (-0.37, -1.59, -0.57)  0.768
C (1.42, 1.16, 1.37)  -0.378
C (-5.58, -0.58, 2.38)  -1.267
H (-4.93, -0.99, 1.61)  0.285
H (0.68, 2.46, -5.99)  0.264
H (-6.22, 1.32, 4.30)  0.366
C (1.59, 3.14, -7.57)  0.359
H (2.14, -2.09, 1.73)  -0.042
O (0.64, 3.26, -6.51)  -0.507
H (-2.04, -0.52, 2.07)  0.581
C (0.00, -0.68, -0.09)  -1.917
H (4.00, -1.28, -1.68)  0.332
H (-0.71, 1.09, 1.64)  0.607
H (-0.70, 0.13, -0.35)  0.256
O (-3.81, 0.86, 3.19)  -0.515
H (3.75, 2.95, -7.77)  0.357
C (0.15, 0.47, 1.94)  -0.341
S (-0.19, 0.19, -3.90)  -0.348
H (3.23, 3.87, -6.35)  0.311
H (1.52, 4.07, -8.14)  0.298
H (-4.29, 1.62, 2.83)  0.329
C (0.12, 0.46, 3.47)  -1.506
O (3.63, -0.52, 2.83)  -0.716
H (-6.31, -1.35, 2.66)  0.385
H (0.23, 1.47, 3.87)  0.514
H (0.24, 2.07, -8.86)  0.311
N (1.33, 0.65, -1.63)  -0.682
N (-0.08, -0.87, 1.36)  1.219
C (-4.78, -0.12, 3.59)  0.670
H (3.07, 2.11, -6.37)  0.262
H (-6.12, 0.26, 1.94)  0.354
H (-2.30, -2.94, 2.92)  0.591
C (2.99, 3.01, -6.99)  -1.143
O (1.61, -2.91, -1.01)  -0.509
C (-0.27, -3.43, 2.42)  0.181
N (1.07, -0.52, 4.02)  -0.367
H (-0.18, -4.83, 1.12)  0.402
H (4.27, 0.62, 0.26)  0.275
H (-1.09, -2.00, 3.75)  0.148
H (-0.89, 0.16, 3.75)  0.294
H (-4.21, -0.96, 3.99)  0.164
C (-1.34, -2.44, 2.79)  -0.281
C (-5.67, 0.45, 4.67)  -1.467
O (0.63, -3.78, 3.13)  -0.582
C (1.42, -0.37, -0.57)  0.815
N (2.29, 0.21, 0.57)  0.499
O (3.19, -1.54, -2.11)  -0.540
N (3.37, 0.93, -0.09)  -0.544
H (-1.93, -1.80, 0.86)  0.630
O (-0.39, -3.88, 1.14)  -0.407
C (1.25, 1.96, -8.45)  -1.158
H (3.25, 1.93, 0.04)  0.302